The following is a quantum chemistry calculation of 5 unconnected molecules or ions with the total composition C28H31BF4O5PS, from OMol25.

Last column: Mulliken charge in e.
Cartesian coordinates (Å):
O 2.14939 0.24302 1.04510  -0.483
C 1.50204 -0.69083 1.23403  0.159
O 0.57619 -0.66233 2.28078  -0.442
C 1.60927 -1.99064 0.48559  -0.182
B 3.13541 -2.59303 0.77835  0.298
C 3.00940 -4.21261 1.08283  -0.892
C 2.85287 -4.60039 2.55240  -0.594
O 3.61802 -3.82966 3.46721  -0.553
P 4.35002 -2.22432 -0.69280  0.459
O 5.86178 -2.17725 -0.05777  -0.626
O 4.32789 -3.45388 -1.79711  -0.601
S 4.03639 -0.55552 -1.66394  -0.354
H -0.32256 -0.63268 1.93512  0.171
H 0.83375 -2.64943 0.86975  0.221
H 1.39673 -1.83918 -0.56198  0.403
H 3.57633 -1.98534 1.72414  -0.228
H 2.09943 -4.54953 0.58698  0.360
H 3.81150 -4.77715 0.60440  0.394
H 3.10354 -5.65104 2.71057  0.329
H 1.81643 -4.45542 2.82927  0.247
H 4.50080 -3.72334 3.09718  0.313
H 5.80814 -1.51635 0.64341  0.342
H 3.41068 -3.44642 -2.09962  0.363
F -2.24428 -0.27421 2.79681  -0.248
C -2.11819 0.08671 4.09374  0.300
C -2.33014 -0.85515 5.07783  -0.532
C -2.19619 -0.47999 6.40564  -0.406
C -1.86217 0.82737 6.72937  -0.492
C -1.65629 1.76058 5.72335  -0.542
C -1.77960 1.38900 4.39383  -0.001
H -2.59519 -1.86779 4.80380  0.392
H -2.35172 -1.21006 7.18843  0.369
H -1.76038 1.11791 7.76686  0.367
H -1.39703 2.78047 5.97350  0.358
H -1.61203 2.09866 3.59399  0.417
F 4.20010 2.14452 -8.43036  -0.334
C 3.95894 2.04560 -7.10175  0.366
C 3.22091 3.03127 -6.48041  -0.391
C 2.97216 2.92486 -5.11820  -0.323
C 3.46896 1.84582 -4.40011  -0.498
C 4.21224 0.86658 -5.04277  -0.210
C 4.45731 0.96244 -6.40567  -0.512
H 2.84867 3.86838 -7.05726  0.398
H 2.38949 3.68738 -4.61704  0.378
H 3.27997 1.76335 -3.33743  0.393
H 4.60041 0.02946 -4.47649  0.277
H 5.02861 0.20535 -6.92710  0.415
F -5.54748 -1.62289 0.23375  -0.341
C -5.62950 -0.30040 0.47657  0.346
C -6.73007 0.39853 0.02037  -0.507
C -6.81247 1.76041 0.27341  -0.360
C -5.79591 2.40311 0.96757  -0.697
C -4.69666 1.68227 1.41423  -0.218
C -4.61186 0.32014 1.17242  -0.585
H -7.50765 -0.11989 -0.52548  0.424
H -7.67127 2.32052 -0.07232  0.371
H -5.86122 3.46616 1.15991  0.383
H -3.90144 2.18137 1.95203  0.317
H -3.76654 -0.25752 1.51776  0.863
F -0.05311 -0.24466 -1.13601  -0.110
C -0.82181 0.74416 -1.60703  0.212
C -2.18156 0.69621 -1.37565  -0.435
C -2.98275 1.72673 -1.84546  -0.243
C -2.41606 2.77870 -2.55241  -0.705
C -1.04526 2.80312 -2.78387  -0.332
C -0.23772 1.78303 -2.30435  -0.496
H -2.60308 -0.13854 -0.83074  0.466
H -4.04987 1.70652 -1.66051  0.308
H -3.04291 3.57976 -2.92346  0.381
H -0.60359 3.62088 -3.33839  0.362
H 0.83287 1.78619 -2.46195  0.548

* orbital gap: 6.9 eV
* charge: -1